A structure of composition C36H26F5N9S2Zr, computed with wB97M-V/def2-TZVPD.

For the HOMO energy, the calculation gives -12.60 eV. The energy above the lowest of the compared OMol25 structures with the same formula, charge and spin comes out at 0.00 kcal/mol. The net charge is +2. The total energy is -3222.66678 a.u. The molecular weight comes out at 835.02 u.

Positions of all 79 atoms, in Å:
Zr -0.51 1.31 0.14
C -1.18 5.00 4.72
S -1.89 3.36 4.45
C -0.96 2.80 3.11
S -1.35 1.17 2.60
N -0.07 3.54 2.54
N 0.56 2.84 1.50
C 1.80 3.14 1.36
C 2.56 2.43 0.34
C 3.88 2.73 0.07
C 4.52 2.03 -0.94
C 3.82 1.06 -1.63
C 2.49 0.81 -1.28
N 1.87 1.48 -0.31
H -1.73 5.43 5.55
H -1.30 5.62 3.84
H -0.13 4.92 4.98
H 2.26 3.87 2.01
H 4.39 3.51 0.63
H 5.55 2.24 -1.19
H 4.27 0.49 -2.42
H 1.92 0.07 -1.82
N -3.95 2.06 0.75
C -3.23 3.17 0.42
C -3.88 4.41 0.55
C -3.21 5.56 0.20
C -1.90 5.46 -0.29
C -1.34 4.22 -0.37
N -1.98 3.07 -0.02
C -3.80 0.70 0.53
C -5.00 -0.03 0.69
C -5.01 -1.39 0.55
C -3.80 -2.02 0.26
C -2.68 -1.24 0.11
N -2.63 0.11 0.23
H -4.88 2.28 1.08
H -4.89 4.45 0.91
H -3.69 6.52 0.29
H -1.33 6.33 -0.58
H -0.33 4.10 -0.73
H -5.91 0.51 0.91
H -5.92 -1.95 0.67
H -3.72 -3.09 0.15
H -1.75 -1.74 -0.10
N 1.94 -5.71 -0.70
C 2.52 -6.82 -0.15
C 2.84 -8.07 -0.68
C 3.43 -8.97 0.19
C 3.70 -8.64 1.54
C 3.39 -7.41 2.05
C 2.79 -6.48 1.19
N 2.38 -5.19 1.43
C 1.88 -4.77 0.30
C 1.34 -3.43 0.16
C 1.36 -2.58 1.28
C 0.87 -1.30 1.16
N 0.30 -0.83 0.03
C 0.29 -1.64 -1.05
C 0.80 -2.92 -1.03
H 1.64 -5.61 -1.65
H 2.63 -8.34 -1.70
H 3.69 -9.95 -0.17
H 4.17 -9.38 2.17
H 3.59 -7.15 3.08
H 1.77 -2.93 2.21
H 0.88 -0.63 2.01
H -0.17 -1.24 -1.95
H 0.75 -3.51 -1.94
F -2.04 0.09 -2.51
C -1.22 1.06 -3.02
C -0.41 1.77 -2.16
C 0.38 2.72 -2.80
F 1.22 3.49 -2.05
C 0.39 2.94 -4.16
F 1.18 3.86 -4.70
C -0.44 2.18 -4.98
F -0.45 2.37 -6.28
C -1.26 1.22 -4.40
F -2.05 0.48 -5.15

Charges in e, computed with Mulliken, in the same order as the atoms: 0.198, -0.815, 0.092, 0.410, -0.365, -1.632, 1.146, -0.544, 0.712, -0.941, -0.511, -1.103, -0.096, 0.518, 0.376, 0.251, 0.284, 0.454, 0.530, 0.472, 0.488, 0.421, 0.312, 0.517, -1.190, -0.600, -1.237, 0.016, 0.918, 0.512, -1.077, -0.620, -1.094, -0.301, 0.707, 0.202, 0.503, 0.480, 0.536, 0.213, 0.457, 0.452, 0.538, 0.345, 0.019, 0.774, -1.067, -0.416, -0.509, -0.799, 0.591, -0.566, -0.389, 1.148, -0.997, -0.783, 1.409, -1.112, -0.625, 0.173, 0.398, 0.405, 0.402, 0.447, 0.565, 0.541, 0.455, 0.381, -0.346, -0.766, 2.451, -0.174, -0.528, 0.168, -0.277, 0.723, -0.268, -0.083, -0.279